# 1
This record from the Open Molecules 2025 dataset describes C44H47GeN3O3STaTe as an isolated structure. The level of theory is ωB97M-V/def2-TZVPD.

Geometry as XYZ:
```
101
Properties=species:S:1:pos:R:3:lowdin_charge:R:1
Ta 0.13690 0.22183 -0.65288 1.5254
C -0.52903 2.89303 5.96188 -0.0200
C -0.59995 1.38539 5.66130 -0.5506
C -1.99977 0.85014 6.01196 -0.0212
C 0.44897 0.66236 6.50256 -0.0486
C -0.37567 1.18622 4.17196 -0.0948
C -1.22204 1.79229 3.24059 0.0499
C -1.00992 1.63459 1.89617 -0.0489
N 0.02846 0.91274 1.41772 -0.0547
C 0.85597 0.30722 2.29851 -0.1769
C 0.66648 0.41866 3.65580 0.0952
C 1.95403 -0.46782 1.68994 -0.1650
C 2.95204 -1.06000 2.41552 0.0886
C 3.99330 -1.74954 1.78080 -0.0906
C 3.94511 -1.80663 0.39050 0.0583
C 2.90809 -1.22131 -0.29333 -0.0677
N 1.92115 -0.54941 0.33333 -0.0669
C 5.10492 -2.37338 2.60452 -0.5509
C 6.10270 -3.13377 1.73299 -0.0468
C 5.83805 -1.23842 3.34231 -0.0164
C 4.47930 -3.33954 3.62441 -0.0216
H -0.66671 3.04927 7.03208 0.1041
H -1.31075 3.45217 5.44503 0.0849
H 0.43993 3.31226 5.68359 0.1001
H -2.15594 0.93509 7.08760 0.1032
H -2.10683 -0.20258 5.74085 0.0971
H -2.79073 1.41832 5.51912 0.0857
H 0.23882 0.83487 7.55735 0.1025
H 1.45857 1.03447 6.31152 0.0969
H 0.43206 -0.41971 6.34709 0.0952
H -2.06246 2.39360 3.55863 0.1324
H -1.65375 2.10535 1.17179 0.0819
H 1.33282 -0.09439 4.33079 0.1133
H 2.94723 -0.98029 3.49162 0.1234
H 4.71294 -2.31262 -0.17624 0.1276
H 2.85576 -1.27979 -1.36916 0.0877
H 6.61842 -2.47805 1.02798 0.0968
H 5.62978 -3.94826 1.17906 0.0975
H 6.86396 -3.57737 2.37350 0.1024
H 6.26102 -0.51301 2.64530 0.1010
H 6.65763 -1.66518 3.92073 0.1049
H 5.18348 -0.70929 4.03782 0.0860
H 3.88039 -4.11067 3.13561 0.0993
H 3.85347 -2.82364 4.35526 0.0833
H 5.27773 -3.83694 4.17531 0.1038
Ge -0.94101 2.18010 -2.77828 0.7751
C -0.74340 3.31619 -4.28131 -0.4100
C -1.92462 3.63252 -4.95232 -0.1087
C -1.89096 4.57239 -5.97553 -0.0458
C -0.69412 5.18878 -6.31560 -0.0364
C 0.47951 4.87525 -5.64086 -0.0458
C 0.46139 3.93469 -4.62064 -0.1202
C -1.27971 3.13226 -1.16077 -0.3922
C -0.51054 4.20481 -0.69391 -0.0847
C -1.07725 5.08018 0.21581 -0.0218
C -2.39157 4.89765 0.65025 -0.0207
C -3.16326 3.84652 0.16823 -0.0545
C -2.60569 2.94889 -0.73263 -0.1511
H -2.12395 1.23222 -2.98004 0.0268
H -2.86616 3.16001 -4.69492 0.1058
H -2.80067 4.82153 -6.50578 0.1208
H -0.67476 5.91759 -7.11496 0.1232
H 1.40709 5.36466 -5.90680 0.1213
H 1.38662 3.70057 -4.10757 0.0838
H 0.49272 4.38067 -1.04890 0.0978
H -0.50167 5.92352 0.57509 0.1277
H -2.82173 5.59707 1.35623 0.1269
H -4.19342 3.73227 0.48024 0.1254
H -3.20974 2.13462 -1.11895 0.0987
N 2.32668 2.72336 -0.60366 0.1077
C 1.50486 1.91335 -0.57464 -0.5432
C -5.10800 -6.03882 -1.78836 -0.0072
C -4.13884 -4.94956 -1.45289 -0.1949
C -3.11933 -4.61037 -2.35416 0.0135
C -2.23745 -3.59019 -2.09028 -0.0001
C -2.39210 -2.91565 -0.86370 -0.3234
C -3.39638 -3.22886 0.07495 -0.0065
C -4.26044 -4.24585 -0.24469 0.0135
S -1.32430 -1.71919 -0.45052 0.6836
O -1.82370 -0.23162 -0.66353 -0.4233
O -0.75126 -1.70564 0.87790 -0.2271
O -0.12261 -1.66119 -1.42562 -0.4469
H -4.63911 -6.81504 -2.39030 0.0982
H -5.93176 -5.62133 -2.37448 0.1133
H -5.53505 -6.48554 -0.89286 0.0971
H -3.02181 -5.16687 -3.27737 0.1370
H -1.46207 -3.32130 -2.79492 0.1103
H -3.47978 -2.70473 1.01811 0.1352
H -5.04378 -4.51506 0.45200 0.1389
Te 1.27176 0.67480 -3.11602 1.3582
C 0.36137 -0.67090 -4.39989 -0.5847
C 0.69342 -2.01765 -4.31439 -0.1617
C 0.15496 -2.89051 -5.25084 -0.0611
C -0.69701 -2.41418 -6.24162 -0.0381
C -1.00854 -1.06408 -6.31540 -0.0371
C -0.47310 -0.17278 -5.39203 -0.1307
H 1.37554 -2.38925 -3.56072 0.0984
H 0.41548 -3.94089 -5.21596 0.1217
H -1.10419 -3.09757 -6.97516 0.1234
H -1.65009 -0.69384 -7.10386 0.1245
H -0.69242 0.88373 -5.47995 0.0835
```

The energy above the lowest of the compared OMol25 structures with the same formula, charge and spin is 1.907 eV. The charge is +3. The value obtained for the HOMO energy is -15.962 eV. Its HOMO-LUMO gap is 6.034 eV. The maximum force comes out at 3.82 eV/Å.

# 2
This record from the Open Molecules 2025 dataset describes one molecule with the formula C5H8N2. The level of theory is ωB97M-V/def2-TZVPD.

Geometry as XYZ:
```
15
Properties=species:S:1:pos:R:3:nbo_charge:R:1
C 0.91171 -0.28028 -1.53109 -0.6350
C -0.52912 -0.46314 -1.09197 -0.1980
N -0.76366 0.01702 0.29834 -0.4783
C -0.46363 1.51708 0.55087 -0.1743
C 0.17379 1.38619 1.74292 -0.2652
N 0.38916 0.05963 2.23896 -0.3548
C -0.12435 -0.72989 1.39446 0.1430
H 1.02164 -0.65219 -2.55498 0.2243
H 1.17663 0.77938 -1.50930 0.2443
H 1.60714 -0.83433 -0.89247 0.2155
H -0.83578 -1.51497 -1.13516 0.1958
H -1.19911 0.12666 -1.72131 0.2255
H -1.77442 -0.00473 0.46383 0.4453
H 0.53705 2.20127 2.35770 0.2111
H -0.16725 -1.81330 1.43255 0.2009
```

The energy above the lowest of the compared OMol25 structures with the same formula, charge and spin is 3.576 eV. The charge is 0. The value obtained for the HOMO energy is -8.437 eV. Its HOMO-LUMO gap is 9.018 eV. The maximum force comes out at 0.52 eV/Å.

# 3
This record from the Open Molecules 2025 dataset describes C44H52BrN4OS4TaTe as an isolated structure. The level of theory is ωB97M-V/def2-TZVPD.

Geometry as XYZ:
```
108
Properties=species:S:1:pos:R:3:lowdin_charge:R:1
Ta 0.48735 -1.25856 -0.90321 1.0403
C 2.46436 -1.54884 3.05070 -0.0605
C 3.53017 -1.26008 2.03008 -0.2582
C 4.74977 -1.92322 2.07679 -0.0654
C 5.76533 -1.61301 1.18621 -0.0843
C 5.57654 -0.60377 0.25855 -0.0616
C 4.37120 0.08808 0.18005 -0.2539
C 4.23139 1.24546 -0.76849 -0.0640
C 3.34605 -0.28331 1.04853 -0.2669
N 2.05146 0.34429 0.95494 0.1258
C 1.86929 1.37641 1.68296 -0.2343
C 2.94841 2.01858 2.51862 0.0014
C 0.51067 2.03920 1.80111 -0.2486
C 0.47396 3.42288 2.39332 -0.0015
N -0.52530 1.37500 1.50517 0.1463
C -1.82041 1.87209 1.85108 -0.2161
C -2.31309 1.51871 3.11580 -0.2072
C -1.43607 0.80532 4.10530 -0.0327
C -3.60742 1.88924 3.45318 -0.0456
C -4.40135 2.59876 2.56387 -0.0785
C -3.88957 2.95714 1.33069 -0.0470
C -2.59478 2.60602 0.95291 -0.2206
C -2.06645 3.04740 -0.38113 -0.0387
H 2.60209 -2.54664 3.46731 0.0795
H 1.46492 -1.49307 2.62066 0.0275
H 2.51754 -0.83392 3.87979 0.0885
H 4.89571 -2.70046 2.81774 0.1146
H 6.70319 -2.15242 1.22061 0.1127
H 6.37395 -0.34146 -0.42699 0.1172
H 4.63263 2.15843 -0.31597 0.0875
H 3.19506 1.43212 -1.03934 -0.0204
H 4.78867 1.06052 -1.68669 0.0860
H 3.84486 1.40964 2.55423 0.0886
H 2.59803 2.19404 3.53584 0.0891
H 3.21149 2.99108 2.09614 0.0962
H 1.18605 4.07658 1.88903 0.0887
H 0.74783 3.40060 3.44963 0.0895
H -0.52093 3.85175 2.30906 0.0880
H -0.80529 0.06356 3.61593 0.0608
H -2.04060 0.30795 4.86304 0.0786
H -0.78134 1.51277 4.62395 0.0851
H -3.99342 1.61683 4.42850 0.1119
H -5.41165 2.87496 2.83573 0.1032
H -4.49657 3.52550 0.63516 0.1163
H -2.04628 4.13774 -0.44213 0.0994
H -2.70389 2.69648 -1.19509 0.0897
H -1.06063 2.67562 -0.56791 0.0429
O 6.51149 -5.08033 -0.90912 -0.0494
C 5.48978 -4.45585 -0.91777 -0.9929
S 4.15003 -4.74589 0.22119 0.9859
C 3.11884 -3.47547 -0.38325 -1.0834
C 3.56887 -2.76033 -1.42164 -1.0920
S 2.61017 -1.49483 -2.10000 0.4611
S 5.13905 -3.15130 -2.07541 0.9868
S 1.58118 -3.13478 0.33117 0.6944
N -2.90345 -1.02215 -0.76032 0.0102
N -1.67156 -0.27741 -0.80994 -0.1804
H -3.51303 -0.56189 -0.08988 0.0845
H -2.66904 -1.93404 -0.37943 0.0564
H -1.47944 0.13422 0.10349 0.0166
H -1.81822 0.49331 -1.45478 0.0323
C -2.85319 5.76497 -4.63574 -0.0482
C -2.03470 4.59821 -4.15530 -0.2676
C -2.37382 3.29428 -4.47783 -0.0172
C -1.63123 2.20318 -4.03245 -0.3162
C -2.07277 0.83219 -4.45195 -0.0703
C -0.50337 2.42130 -3.23368 -0.4919
Te 0.85461 0.87824 -2.63545 1.0151
C -0.12510 3.73764 -2.91229 -0.3401
C 1.05623 4.11016 -2.04969 -0.0893
C -0.90311 4.79324 -3.37816 -0.0284
H -3.60401 5.44906 -5.35896 0.0742
H -2.22163 6.51780 -5.10910 0.0808
H -3.37090 6.24920 -3.80514 0.0813
H -3.24321 3.11026 -5.10001 0.1147
H -2.87802 0.89338 -5.18290 0.0812
H -2.45457 0.25919 -3.60733 0.0514
H -1.24923 0.26052 -4.88398 0.0726
H 1.84494 3.36324 -2.05391 0.0037
H 0.74168 4.24913 -1.01059 0.0721
H 1.48046 5.05460 -2.39111 0.0815
H -0.60274 5.80557 -3.12488 0.1221
C -0.79132 -3.22608 4.14152 -0.0382
C -1.62498 -3.35393 2.86016 -0.6125
C -3.08477 -2.97177 3.13687 -0.0450
C -1.55275 -4.80412 2.35665 -0.0408
C -1.07404 -2.49229 1.80122 -0.1294
C -0.56367 -1.88245 0.88054 -0.2988
H -1.16144 -3.93676 4.88333 0.0888
H -0.85784 -2.22538 4.56499 0.0711
H 0.25730 -3.44957 3.94436 0.0780
H -3.50232 -3.62389 3.90706 0.0871
H -3.68912 -3.07914 2.23485 0.0830
H -3.16021 -1.93877 3.48071 0.0743
H -1.91821 -5.48031 3.13238 0.0875
H -0.52672 -5.07431 2.10558 0.0805
H -2.16317 -4.93498 1.46232 0.0898
Br -2.09778 -5.83604 -5.39061 0.7238
C -1.41090 -4.58090 -4.14757 -0.6966
C -2.07239 -3.38794 -3.94098 -0.1278
C -1.55725 -2.48212 -3.02240 -0.1411
C -0.39412 -2.71516 -2.28029 -0.3247
C 0.24296 -3.94341 -2.54636 -0.1386
C -0.24582 -4.86555 -3.45625 -0.1245
H -2.98021 -3.16222 -4.48453 0.1009
H -2.11195 -1.57388 -2.88622 0.0377
H 1.16595 -4.19552 -2.04618 0.0529
H 0.28084 -5.79407 -3.63031 0.1023
```

The energy above the lowest of the compared OMol25 structures with the same formula, charge and spin is 1.139 eV. The charge is 0. The value obtained for the HOMO energy is -7.392 eV. Its HOMO-LUMO gap is 6.506 eV. The maximum force comes out at 1.30 eV/Å.

# 4
This record from the Open Molecules 2025 dataset describes C33H67AlCl7F6N4O16PS3 as an isolated structure. The level of theory is ωB97M-V/def2-TZVPD.

Geometry as XYZ:
```
138
Properties=species:S:1:pos:R:3:lowdin_charge:R:1
C 5.64422 -3.53754 1.64451 -0.0646
C 5.29826 -2.11942 2.24790 -0.3294
C 5.47497 -1.07355 1.07105 -0.2137
C 4.84123 0.34585 1.30610 -0.1585
N 3.49413 0.53913 0.80604 0.0333
C 2.42248 -0.09145 1.51777 -0.3477
C 2.40932 0.02290 3.06888 -0.0435
C 2.30053 1.48073 3.59382 -0.3468
C 0.88450 1.88528 4.08920 -0.0078
F 2.75591 2.44467 2.70984 -0.0018
C 1.04828 0.60437 1.18669 0.1345
N 0.04446 -0.15299 1.13310 0.0225
F -1.18504 0.25905 0.89445 0.2010
C 0.46441 -1.54422 1.33441 -0.2277
C -0.06551 -2.40920 2.49022 -0.1234
C -1.60798 -2.59016 2.57276 -0.1313
C -2.16369 -3.60736 1.53837 -0.1874
F -3.34050 -3.10313 1.05747 -0.0493
C 1.99918 -1.53673 0.99916 -0.1497
P 2.01878 -1.75916 -0.82623 0.5012
O 1.14308 -0.80635 -1.48628 -0.1989
O 3.48134 -1.59670 -1.49706 -0.1076
O 1.55701 -3.26329 -1.20544 -0.0816
H 6.71984 -3.77602 1.71021 0.0592
H 5.08576 -4.30913 2.18396 0.1062
H 5.31763 -3.62271 0.60440 0.0855
H 4.28604 -2.20298 2.63419 0.1031
H 5.99268 -1.98664 3.14030 -0.0001
H 5.16651 -1.56851 0.15359 0.0965
H 6.60513 -0.88364 0.94057 -0.0161
H 5.47298 1.04686 0.74510 0.1389
H 4.97644 0.61158 2.35925 0.1254
H 3.43322 0.40930 -0.19709 0.1222
H 1.56569 -0.53747 3.47436 0.1061
H 3.30860 -0.41643 3.51421 0.1123
H 2.95122 1.54462 4.47483 0.1428
H 0.14615 1.08289 4.02736 0.0811
H 0.56776 2.73870 3.47416 0.0793
H 0.98357 2.29698 5.09590 0.0930
H 1.00136 1.68834 1.06700 0.1901
H 0.01227 -2.04799 0.45579 0.1356
H 0.25807 -2.08897 3.48798 0.1111
H 0.34296 -3.42018 2.34253 0.1330
H -1.79122 -3.04146 3.55520 0.1201
H -2.15151 -1.64115 2.57263 0.1205
H -2.32382 -4.56241 2.05125 0.1301
H -1.43290 -3.81060 0.74007 0.1125
H 2.33465 -2.42063 1.55736 0.1311
H 3.97050 -2.42055 -1.31156 0.0573
H 1.25256 -3.65475 -0.36904 0.0848
O -7.40738 -0.88860 0.01188 -0.0073
C -7.11972 -0.50752 1.14618 -0.2919
C -6.01949 -1.70073 1.88120 -0.3110
O -5.75881 -1.30678 3.02500 0.0010
H -7.94750 -0.40526 1.87055 0.1234
H -6.58718 0.45630 1.24004 0.1347
H -5.20566 -1.76111 1.14718 0.0330
H -6.56261 -2.65436 1.76202 0.1322
C -0.00182 4.60227 -5.87015 -0.0348
O 0.49873 3.26490 -5.81737 -0.0080
C 0.03141 2.54639 -4.79218 -0.6135
O -0.73630 2.93221 -3.95394 0.1324
O 0.57144 1.32980 -4.86256 -0.0250
C 0.16116 0.43547 -3.81962 -0.0442
H 0.44637 5.07883 -6.73811 0.0939
H -1.08385 4.60290 -5.98848 0.1022
H 0.28483 5.15608 -4.97704 0.0962
H -0.90936 0.26886 -3.85470 0.0982
H 0.45679 0.82332 -2.85070 0.0675
H 0.66744 -0.51114 -3.98641 0.0910
C 2.81350 -6.13262 -2.42073 -1.5419
Cl 4.33942 -5.26699 -2.65702 0.5423
Cl 2.29319 -6.86972 -3.93305 0.5696
Cl 2.99767 -7.32229 -1.13891 0.6031
H 2.05574 -5.42821 -2.11075 -0.0322
C -4.95168 -0.48180 -2.70647 -2.0135
Cl -4.46350 1.22523 -2.64764 0.4854
Cl -4.21602 -1.25706 -4.12344 0.5013
Cl -4.36400 -1.30394 -1.22626 0.4947
Cl -6.69404 -0.59695 -2.81317 0.6186
Al 7.60460 -1.55118 2.33410 1.0756
C -2.39323 6.74821 7.24039 -0.1130
C -2.50036 7.27639 5.81298 -0.2708
C -3.51639 6.51815 4.95995 -0.2245
C -3.20588 5.03647 4.74375 -0.2241
C -1.84881 4.74760 4.10366 -0.2837
C -1.70657 5.32609 2.69871 -0.1069
H -2.04661 5.71320 7.26356 0.0617
H -1.68275 7.34524 7.81445 0.0685
H -3.35910 6.79759 7.74665 0.0770
H -1.51369 7.25677 5.34023 0.0960
H -2.79849 8.32707 5.85247 0.1057
H -3.60464 7.01710 3.99092 0.1032
H -4.50209 6.59764 5.42750 0.1134
H -3.99243 4.60530 4.11742 0.1152
H -3.26290 4.50806 5.69982 0.1020
H -1.71855 3.66079 4.04768 0.0855
H -1.03897 5.12115 4.73861 0.0961
H -2.47944 4.93312 2.03543 0.0805
H -0.73429 5.06234 2.27318 0.0572
H -1.77698 6.41390 2.70059 0.0694
C -9.61887 2.59516 0.52011 -0.3596
O -9.17602 2.32538 1.62764 -0.0203
N -10.42856 1.80806 -0.20249 -0.1878
C -10.90623 2.19360 -1.52047 -0.0423
C -10.83843 0.52788 0.34654 -0.0308
H -9.36752 3.53839 0.00813 0.1301
H -11.99796 2.23387 -1.51315 0.0860
H -10.57558 1.45819 -2.25739 0.0966
H -10.51651 3.17107 -1.79690 0.0816
H -11.36914 0.68749 1.28725 0.0915
H -9.95778 -0.08324 0.54491 0.0703
H -11.48661 0.01182 -0.35632 0.0927
N 7.49408 -9.42721 -1.30489 -0.2973
S 6.07858 -8.78017 -1.05710 0.4366
O 6.06560 -7.38224 -0.72686 -0.3808
O 5.09350 -9.59870 -0.42107 -0.3106
F 5.55712 -8.75881 -2.56213 -0.2095
S 8.36021 -9.53754 0.00628 0.4716
O 9.73430 -9.80641 -0.26633 -0.2903
O 7.78150 -10.23662 1.10981 -0.2894
F 8.42113 -8.02507 0.53470 -0.2248
O 4.50930 -0.43418 -8.34277 -0.2653
S 5.42878 0.30430 -7.53583 0.5730
O 6.12930 -0.31690 -6.45157 -0.2858
O 4.70254 1.61792 -6.99362 -0.2618
C 3.45117 1.46002 -6.29563 -0.2403
C 3.65485 0.96105 -4.87984 -0.0667
C 6.59769 1.11429 -8.57707 -0.1223
H 2.78342 0.80123 -6.85210 0.1227
H 2.98566 2.44301 -6.27382 0.1137
H 4.03670 -0.06101 -4.87489 0.0731
H 2.71680 0.97324 -4.33466 0.0509
H 4.38322 1.58092 -4.35161 0.0839
H 6.06326 1.62407 -9.37400 0.0754
H 7.25327 0.35046 -8.98962 0.0773
H 7.17208 1.81749 -7.97957 0.0729
F -8.69750 -0.33709 -4.36232 -0.8793
```

The energy above the lowest of the compared OMol25 structures with the same formula, charge and spin is 2.849 eV. The charge is 0. The value obtained for the HOMO energy is -5.608 eV. Its HOMO-LUMO gap is 1.411 eV. The maximum force comes out at 6.51 eV/Å.

no.,electronic energy (eV)
1,-133175.695
2,-8291.421
3,-176708.311
4,-226365.834